CH10N2O3 | the ωB97M-V functional and the def2-TZVPD basis

## Properties
Structure (SMILES) = [H]/N=C/N.O.O.O
DFT total energy = -10322.384 eV

```
! wB97M-V def2-TZVPD RIJCOSX def2/J DEFGRID3
* xyz 0 1
H -2.789 1.654 0.456
N -2.160 0.877 0.306
C -1.323 0.511 1.194
N -0.751 -0.740 1.039
H -0.967 0.956 2.120
H 0.169 -0.871 1.445
H -0.833 -1.112 0.104
O 1.700 0.166 -0.957
H 0.787 0.085 -1.326
H 2.135 0.799 -1.531
O -0.727 0.190 -2.121
H -1.270 0.572 -1.400
H -1.300 -0.347 -2.650
O 2.398 -0.814 1.509
H 2.811 -1.597 1.119
H 2.119 -0.328 0.693
*
```

***

C21H22N6O2 | the ωB97M-V functional and the def2-TZVPD basis

## Properties
Structure (SMILES) = Cc1ccc(-n2nnnc2CNC(=O)[C@H]2CC(=O)N(c3ccccc3)C2)cc1C
DFT total energy = -35170.318 eV

```
! wB97M-V def2-TZVPD RIJCOSX def2/J DEFGRID3
* xyz 0 1
C 5.774 1.900 1.515
C 4.955 0.704 1.144
C 5.511 -0.569 1.189
C 4.774 -1.689 0.859
C 3.451 -1.532 0.474
N 2.707 -2.676 0.131
N 3.219 -3.656 -0.624
N 2.330 -4.544 -0.767
N 1.219 -4.220 -0.123
C 1.440 -3.055 0.447
C 0.449 -2.335 1.294
N -0.786 -2.135 0.565
C -1.041 -0.997 -0.117
O -0.319 -0.023 -0.071
C -2.339 -1.051 -0.924
C -3.555 -1.182 -0.008
C -4.001 0.257 0.234
O -4.763 0.604 1.105
N -3.414 1.039 -0.712
C -3.567 2.426 -0.855
C -4.019 3.213 0.202
C -4.157 4.579 0.042
C -3.845 5.184 -1.164
C -3.395 4.407 -2.215
C -3.255 3.038 -2.068
C -2.585 0.284 -1.634
C 2.883 -0.268 0.397
C 3.624 0.854 0.738
C 2.988 2.205 0.660
H 5.321 2.428 2.353
H 6.783 1.607 1.793
H 5.832 2.597 0.679
H 6.542 -0.686 1.490
H 5.209 -2.676 0.890
H 0.237 -2.939 2.182
H 0.832 -1.360 1.599
H -1.318 -2.967 0.364
H -2.260 -1.877 -1.636
H -4.373 -1.713 -0.500
H -3.351 -1.675 0.941
H -4.267 2.753 1.143
H -4.508 5.175 0.871
H -3.954 6.252 -1.283
H -3.150 4.864 -3.162
H -2.911 2.455 -2.907
H -3.104 0.130 -2.587
H -1.643 0.811 -1.807
H 1.868 -0.139 0.052
H 1.948 2.119 0.358
H 3.031 2.705 1.627
H 3.511 2.834 -0.060
*
```

***

C6H8F9NO4P2 | the ωB97M-V functional and the def2-TZVPD basis

## Properties
DFT total energy = -59066.940 eV

```
! wB97M-V def2-TZVPD RIJCOSX def2/J DEFGRID3
* xyz 0 1
N -2.880 -1.995 -4.597
P -3.499 -0.864 -3.630
O -2.464 0.524 -3.618
P -0.939 0.086 -3.037
O -0.906 -1.282 -2.369
O 0.106 0.003 -4.387
O -0.354 1.360 -2.095
C -0.743 1.252 -0.699
C 0.577 1.466 0.187
C 1.191 0.133 0.797
F 2.581 0.138 0.453
F 0.668 -1.010 0.128
C 0.949 -0.063 2.372
F -0.055 0.799 2.889
F 0.403 -1.371 2.519
C 2.284 -0.064 3.253
F 2.971 -1.254 2.897
F 3.087 1.066 3.083
C 2.020 -0.197 4.836
F 1.314 0.869 5.378
F 1.502 -1.450 5.196
F 3.307 -0.150 5.433
H -2.720 -2.830 -4.000
H -3.607 -1.305 -2.271
H -4.773 -0.450 -4.134
H 1.034 -0.070 -4.075
H -1.438 2.146 -0.493
H -1.342 0.326 -0.438
H 1.362 1.908 -0.527
H 0.362 2.282 0.946
*
```

***

C3H11N2O2 | the ωB97M-V functional and the def2-TZVPD basis

## Properties
DFT total energy = -10364.768 eV

```
! wB97M-V def2-TZVPD RIJCOSX def2/J DEFGRID3
* xyz -1 1
C 0.175 -0.213 0.932
O 0.103 0.914 0.165
C -0.871 -0.215 2.052
N -0.846 -1.461 2.858
H 0.007 -1.141 0.353
H 1.175 -0.335 1.410
H -0.722 0.690 2.663
H -1.843 -0.147 1.573
H 0.110 -1.638 3.153
H -1.410 -1.333 3.699
N 1.529 0.680 -2.178
C 0.305 0.268 -2.799
O -0.834 0.891 -2.256
H 1.893 1.521 -2.599
H 1.333 0.855 -1.182
H 0.332 0.520 -3.863
H 0.198 -0.818 -2.707
H -0.633 0.962 -1.275
*
```

***

- What is the DFT total energy in the second record?
  -35170.318 eV